Here is an isolated molecule of C4H6N2O in a non-equilibrium geometry from the OMol25 dataset. Energies are from ωB97M-V/def2-TZVPD.

Geometry as XYZ:
```
13
Properties=species:S:1:pos:R:3:forces:R:3
N 1.915 0.828 -0.013 0.022 -0.142 0.076
C 0.572 0.382 -0.031 -0.239 -0.012 0.190
C 0.014 -0.838 0.247 -0.130 0.405 -0.092
O 0.735 -2.011 0.284 -0.142 -0.057 -0.323
C -1.396 -0.724 0.236 -0.070 0.109 -0.032
C -1.663 0.591 -0.052 -0.124 0.085 0.017
N -0.475 1.248 -0.220 0.021 0.127 0.133
H 2.519 0.220 -0.560 -0.184 0.108 -0.026
H 2.242 0.746 0.946 0.156 0.181 -0.135
H 0.606 -2.244 -0.642 0.543 -0.946 0.138
H -2.108 -1.522 0.403 0.094 0.187 -0.009
H -2.605 1.110 -0.121 0.066 -0.011 -0.080
H -0.356 2.213 -0.477 -0.015 -0.031 0.143
```
Forces are in eV/Å.

For the energy relative to the best compared isomer or geometry (same formula, charge and spin), the calculation gives 116.6 kJ/mol. For the LUMO energy, the calculation gives 0.0304 Ha. The SMILES is Nc1[nH]ccc1O. The calculation puts the orbital gap at 8.9 eV. Its charge is 0.



Here is a cluster of 2 separate species, C3H6N2O2S in total in a non-equilibrium geometry from the OMol25 dataset. Energies are from ωB97M-V/def2-TZVPD.

Geometry as XYZ:
```
14
Properties=species:S:1:pos:R:3:forces:R:3
C 1.403 -0.727 -1.344 -3.307 -2.112 2.339
C 0.406 -1.655 -1.087 -0.467 1.925 0.893
C -1.820 0.960 1.636 0.653 0.163 -0.153
N -2.228 -0.610 0.008 -0.311 0.321 -0.371
N 1.744 0.313 -0.568 1.711 1.638 -1.045
O -2.473 -0.039 -0.996 -0.089 0.186 -0.676
O -2.002 0.305 2.725 -1.493 -0.540 2.205
S -0.822 -1.576 0.209 1.517 -0.862 0.826
H 1.949 -0.957 -2.189 1.529 0.078 -1.605
H 0.148 -2.550 -1.585 0.715 -0.426 -1.348
H -2.627 1.738 1.702 0.262 -0.128 -0.066
H 2.430 0.978 -0.979 -0.996 -0.863 0.796
H 1.309 0.602 0.296 -0.405 -0.364 -0.312
H -1.613 -0.557 3.018 0.682 0.984 -1.482
```
Forces are in eV/Å.

For the energy relative to the best compared isomer or geometry (same formula, charge and spin), the calculation gives 775.8 kJ/mol. For the LUMO energy, the calculation gives 0.0011 Ha. The calculation puts the orbital gap at 7.8 eV. Its charge is 0.



Here is an isolated molecule of CH2N4O in a non-equilibrium geometry from the OMol25 dataset. Energies are from ωB97M-V/def2-TZVPD.

Geometry as XYZ:
```
8
Properties=species:S:1:pos:R:3:forces:R:3
C -0.360 0.891 -0.023 -2.698 0.279 0.125
H 1.939 -0.948 0.318 0.574 2.128 -1.225
H -0.123 1.908 0.035 0.934 1.000 -0.035
N 0.390 -0.168 0.027 -1.694 0.808 -0.734
N -1.623 0.497 -0.084 0.395 -0.448 0.442
N -1.568 -0.840 -0.054 -0.080 -0.550 -0.552
N -0.343 -1.279 -0.071 -0.163 0.474 0.481
O 1.687 -0.062 -0.148 2.733 -3.690 1.499
```
Forces are in eV/Å.

For the energy relative to the best compared isomer or geometry (same formula, charge and spin), the calculation gives 262.4 kJ/mol. For the LUMO energy, the calculation gives 0.0177 Ha. The SMILES is On1cnnn1. The calculation puts the orbital gap at 11.4 eV. Its charge is 0.



Here is the ion C5H11NO with charge +1 in a non-equilibrium geometry from the OMol25 dataset. Energies are from ωB97M-V/def2-TZVPD.

Geometry as XYZ:
```
18
Properties=species:S:1:pos:R:3:forces:R:3
C 1.084 1.003 -0.388 0.206 0.655 1.236
C 1.639 1.665 0.934 -0.870 -0.071 -1.141
C -0.410 0.645 -0.380 3.272 1.216 -2.548
N -0.720 -0.761 -0.652 -1.734 0.690 3.951
C -2.185 -0.924 -0.404 1.058 -0.172 -0.233
C 0.165 -1.726 0.061 -1.587 -1.007 -2.257
O -1.197 1.525 -0.513 -1.170 -0.663 0.669
H 1.162 1.768 -1.149 -0.131 -0.091 -0.432
H 1.753 0.190 -0.637 -0.363 -0.353 -0.317
H 2.538 1.099 1.146 -0.020 0.216 0.834
H 0.853 1.689 1.691 0.491 -0.323 0.325
H 1.883 2.709 0.737 0.155 -0.185 0.035
H -2.425 -0.708 0.653 0.469 -0.206 -0.079
H -2.415 -1.966 -0.591 -0.540 0.119 -0.420
H -2.664 -0.097 -0.923 -0.452 -0.525 -0.541
H -0.465 -2.507 0.479 -0.189 0.478 0.980
H 0.889 -1.244 0.699 0.193 -0.168 -0.069
H 0.516 -2.361 -0.764 1.210 0.390 0.006
```
Forces are in eV/Å.

For the energy relative to the best compared isomer or geometry (same formula, charge and spin), the calculation gives 225.6 kJ/mol. Its multiplicity is 2. For the LUMO energy (spin up / spin down), the calculation gives -0.1484 / -0.3213 Ha. The calculation puts the orbital gap (spin up / spin down) at 12.1 / 6.9 eV. Its charge is +1.



Here is an isolated molecule of C21H24FNO4 from the OMol25 dataset. Energies are from ωB97M-V/def2-TZVPD.

Geometry as XYZ:
```
51
Properties=species:S:1:pos:R:3:forces:R:3
C 6.550 3.692 -0.652 -0.061 0.188 -0.118
O 6.807 2.493 0.033 -0.035 -0.401 0.134
C 5.969 1.439 -0.172 0.171 -0.056 0.148
C 4.856 1.450 -0.996 0.160 0.157 0.058
C 4.070 0.316 -1.137 0.029 -0.216 0.073
C 4.384 -0.846 -0.456 -0.032 0.078 -0.090
C 5.497 -0.864 0.381 0.123 0.030 0.025
C 6.296 0.257 0.529 0.131 0.256 0.007
O 7.405 0.330 1.317 -0.230 0.257 -0.264
C 7.799 -0.817 2.025 0.048 -0.196 0.110
H 7.035 -1.131 2.744 0.023 0.002 -0.042
H 8.702 -0.534 2.562 -0.059 -0.068 -0.016
H 8.026 -1.650 1.351 -0.025 0.029 0.027
H 5.734 -1.774 0.909 0.066 -0.084 0.080
C 3.501 -2.058 -0.592 0.008 -0.028 -0.134
N 2.185 -1.815 -0.039 0.122 -0.077 0.231
C 1.080 -1.684 -0.819 0.069 -0.129 0.050
O 1.106 -1.867 -2.024 -0.022 0.033 -0.273
C -0.144 -1.337 -0.072 -0.540 0.112 -0.198
C -1.312 -1.219 -0.715 0.745 -0.135 0.029
C -2.606 -0.896 -0.153 -0.549 0.107 0.103
C -2.807 -0.613 1.202 -0.088 -0.012 -0.175
C -4.058 -0.315 1.685 -0.171 0.041 0.014
C -5.168 -0.287 0.835 0.206 -0.044 -0.028
C -4.983 -0.566 -0.516 -0.462 0.087 0.146
C -3.721 -0.864 -0.992 0.404 -0.028 0.199
H -3.594 -1.081 -2.043 0.028 -0.022 -0.100
H -5.810 -0.561 -1.209 -0.090 0.021 -0.021
O -6.353 0.003 1.435 0.360 -0.045 0.152
C -7.525 0.128 0.662 -0.360 0.259 -0.291
C -7.597 1.470 -0.076 -0.264 -0.307 0.080
C -8.887 1.594 -0.872 0.582 0.097 -0.362
F -9.974 1.573 -0.032 -0.570 -0.046 0.600
H -8.930 2.543 -1.415 0.119 -0.158 -0.058
H -9.017 0.758 -1.567 0.123 0.107 -0.057
H -7.544 2.275 0.659 0.037 0.040 -0.045
H -6.753 1.574 -0.759 0.023 0.043 -0.019
H -8.344 0.068 1.384 0.104 -0.058 -0.165
H -7.623 -0.708 -0.043 0.003 0.025 0.082
H -4.216 -0.099 2.730 -0.010 0.026 0.122
H -1.971 -0.625 1.885 0.085 0.001 0.093
H -1.290 -1.392 -1.785 0.075 -0.027 -0.079
H -0.048 -1.191 0.993 -0.073 0.030 0.154
H 2.139 -1.559 0.934 -0.122 0.018 -0.092
H 3.339 -2.299 -1.647 0.074 -0.063 0.183
H 3.951 -2.922 -0.091 0.001 0.063 -0.116
H 3.208 0.337 -1.786 -0.122 0.007 -0.092
H 4.589 2.341 -1.541 0.026 0.119 -0.032
H 7.339 4.378 -0.349 -0.077 -0.009 -0.052
H 6.589 3.553 -1.738 -0.017 0.003 0.043
H 5.578 4.115 -0.376 0.033 -0.025 -0.024
```
Forces are in eV/Å.

For the energy relative to the best compared isomer or geometry (same formula, charge and spin), the calculation gives 134.9 kJ/mol. For the LUMO energy, the calculation gives 0.0131 Ha. The SMILES is COc1ccc(CNC(=O)/C=C/c2ccc(OCCCF)cc2)cc1OC. The calculation puts the orbital gap at 8.3 eV. Its charge is 0.



Here is a structure of composition C3H7NO6S2 in a non-equilibrium geometry from the OMol25 dataset. Energies are from ωB97M-V/def2-TZVPD.

Geometry as XYZ:
```
19
Properties=species:S:1:pos:R:3:forces:R:3
C -0.681 2.715 0.301 1.207 2.026 0.007
C -0.828 -2.418 -0.803 3.353 4.511 -2.061
C -0.116 0.123 1.148 -2.117 -0.426 -0.930
N 2.281 -0.124 -0.139 1.913 -0.549 0.227
O 2.977 -0.145 -1.099 -0.613 -0.045 0.179
O 2.284 0.531 0.831 0.667 0.551 0.210
O -1.874 0.675 -0.736 1.490 0.878 -0.045
O 0.604 1.013 -1.158 -0.625 0.406 -1.198
O 1.462 -1.360 -0.072 -0.661 -1.314 -0.950
O 0.069 -2.469 1.728 -0.699 2.330 -2.441
S -0.538 1.103 -0.288 -1.338 -1.863 1.171
S -0.028 -1.460 0.629 2.086 -2.215 2.221
H 0.270 3.303 0.352 -0.356 -1.069 -0.312
H -1.257 3.179 -0.499 -0.507 0.268 0.442
H -1.059 2.789 1.313 -0.798 -0.251 -0.138
H 0.096 -2.841 -1.172 -0.091 -1.074 0.151
H -1.597 -2.978 -0.487 -2.381 -2.169 1.403
H -1.113 -1.738 -1.667 0.061 -0.368 1.450
H -0.952 0.101 1.819 -0.592 0.373 0.614
```
Forces are in eV/Å.

For the energy relative to the best compared isomer or geometry (same formula, charge and spin), the calculation gives 630.6 kJ/mol. For the LUMO energy, the calculation gives 0.0020 Ha. The calculation puts the orbital gap at 9.4 eV. Its charge is 0.



Here is an isolated molecule of C2H3NO2S2 in a non-equilibrium geometry from the OMol25 dataset. Energies are from ωB97M-V/def2-TZVPD.

Geometry as XYZ:
```
10
Properties=species:S:1:pos:R:3:forces:R:3
C -0.360 -1.000 -0.667 1.438 1.495 -0.485
C -2.474 0.442 -0.100 0.219 2.129 0.068
N -2.579 1.595 -0.338 -0.428 -0.118 0.515
O 0.272 1.194 0.680 -1.014 1.209 0.746
O 2.213 -0.336 0.197 -0.610 0.702 0.082
S -1.686 -1.010 0.303 -0.736 -0.880 0.702
S 0.767 0.487 -0.480 1.634 -3.640 0.691
H -0.536 -1.460 -1.637 0.655 0.242 0.004
H 2.445 -0.120 1.158 -1.152 0.012 -1.861
H -2.345 2.538 0.016 -0.005 -1.153 -0.463
```
Forces are in eV/Å.

For the energy relative to the best compared isomer or geometry (same formula, charge and spin), the calculation gives 441.5 kJ/mol. For the LUMO energy (spin up / spin down), the calculation gives -0.0184 / -0.0184 Ha. The calculation puts the orbital gap (spin up / spin down) at 7.8 / 7.8 eV. Its charge is 0.



Here is a cluster of 13 separate species, H26O13 in total in a non-equilibrium geometry from the OMol25 dataset. Energies are from ωB97M-V/def2-TZVPD.

Geometry as XYZ:
```
39
Properties=species:S:1:pos:R:3:forces:R:3
O -6.647 -4.218 2.482 -1.012 0.158 0.065
H -6.373 -4.620 3.311 0.169 -0.060 -0.064
H -7.624 -4.108 2.607 1.028 -0.322 0.190
O -9.158 -1.494 1.592 0.180 -0.366 -0.046
H -8.849 -0.682 1.152 -0.230 -0.179 0.170
H -8.838 -2.210 1.022 -0.057 0.171 -0.136
O -11.198 0.464 -0.110 -0.307 -0.052 -0.489
H -10.855 -0.156 -0.768 -0.129 0.030 -0.016
H -11.702 1.110 -0.622 -0.054 -0.128 0.057
O -8.365 0.506 -0.138 0.265 -0.227 -0.716
H -7.746 1.065 -0.625 -0.016 0.132 0.331
H -8.737 -0.094 -0.804 -0.162 0.256 0.169
O -12.267 0.035 2.816 -0.233 -0.233 -0.042
H -12.259 0.379 1.913 0.191 -0.036 0.193
H -11.351 -0.211 2.978 0.066 0.221 -0.068
O -6.308 -3.941 -0.166 -0.326 -0.286 0.879
H -5.842 -3.101 -0.176 0.004 -0.010 -0.024
H -6.432 -4.141 0.807 0.681 0.242 -0.828
O -9.064 -4.488 -0.231 0.062 -0.418 0.553
H -8.107 -4.614 -0.114 -0.052 0.297 -0.493
H -9.474 -5.167 0.321 0.026 0.034 -0.051
O -9.150 -3.926 3.413 -0.434 0.267 -0.213
H -10.023 -4.094 3.784 0.100 -0.171 0.031
H -9.300 -3.176 2.817 -0.140 0.325 0.232
O -11.218 -2.882 -0.863 -1.476 -1.139 0.322
H -10.807 -2.225 -0.289 -0.180 -0.440 0.156
H -10.638 -3.662 -0.812 -0.163 0.509 0.241
O -10.219 2.294 1.670 0.084 0.025 -0.512
H -10.255 1.784 0.840 0.134 0.140 0.604
H -9.471 1.927 2.152 -0.098 0.137 0.181
O -9.092 0.902 4.173 0.109 -0.296 -0.095
H -9.400 0.500 4.992 -0.053 0.089 -0.042
H -8.640 0.187 3.706 0.042 0.074 0.121
O -6.575 1.178 1.772 0.179 -0.200 0.036
H -5.688 0.818 1.877 -0.055 0.075 0.108
H -7.092 0.456 1.390 0.122 0.190 -0.016
O -9.492 -1.648 -1.627 2.038 1.173 -0.929
H -9.944 -2.324 -2.148 -0.345 0.101 0.280
H -8.582 -1.643 -1.949 0.044 -0.085 -0.141
```
Forces are in eV/Å.

For the energy relative to the best compared isomer or geometry (same formula, charge and spin), the calculation gives 210.1 kJ/mol. For the LUMO energy, the calculation gives -0.0119 Ha. The calculation puts the orbital gap at 9.6 eV. Its charge is 0.



> energy relative to the best compared isomer or geometry (same formula, charge and spin) of number 1 (C4H6N2O)?

116.6 kJ/mol